The following is a quantum chemistry calculation of a molecular structure, C17H22Cl3HfN2O3PS2, from OMol25.

ORCA input file:
```
! wB97M-V def2-TZVPD RIJCOSX def2/J DEFGRID3
* xyz 4 1
C -3.26 2.61 -1.78
C -1.87 2.44 -0.87
Cl -1.67 4.11 -0.01
C -0.54 2.10 -1.77
C 0.29 0.76 -1.25
C 1.68 0.95 -0.34
C 2.21 2.45 0.11
C 1.46 2.78 1.55
O 0.38 2.03 1.86
Cl 1.98 4.09 2.76
C 2.56 -0.37 0.21
P 4.12 -0.11 1.27
C 3.66 0.65 3.01
C 5.02 -1.74 1.68
C 2.04 -1.88 -0.20
N 2.60 -3.26 0.13
S 1.71 -4.59 -0.57
N 0.51 -3.54 -1.36
C 0.69 -2.05 -1.13
C -0.21 -0.79 -1.65
C -1.55 -0.95 -2.58
C -2.52 -2.20 -2.18
C -3.44 -1.91 -0.81
C -2.63 -2.17 0.59
S -3.42 -1.29 2.09
O -2.24 -0.87 3.05
O -4.32 -2.23 2.92
Cl -4.35 0.52 1.54
H -4.24 2.44 -1.12
H -3.24 1.97 -2.76
H -3.30 3.75 -2.13
H -2.04 1.67 0.01
H -0.91 1.90 -2.88
H 0.10 3.07 -1.81
H 1.95 3.29 -0.67
H 3.39 2.50 0.25
H 3.74 1.82 3.01
H 2.62 0.26 3.41
H 4.47 0.19 3.75
H 5.90 -1.61 2.47
H 5.38 -2.32 0.72
H 4.23 -2.45 2.21
H -2.23 0.02 -2.56
H -1.16 -1.12 -3.70
H -2.00 -3.25 -2.11
H -3.33 -2.29 -3.06
H -3.95 -0.86 -0.91
H -4.31 -2.73 -0.85
H -1.51 -1.83 0.59
H -2.69 -3.33 0.85
Hf 4.23 3.38 1.03
*
```

For the HOMO-LUMO gap, the calculation gives 2.49 eV.


The following is a quantum chemistry calculation of 10 unconnected molecules or ions with the total composition C34H92N4O14, from OMol25.

ORCA input file:
```
! wB97M-V def2-TZVPD RIJCOSX def2/J DEFGRID3
* xyz 0 1
C -6.70 -4.31 3.45
O -6.89 -3.03 2.97
C -6.24 -2.01 3.67
C -6.45 -0.73 2.82
N -6.13 -0.88 1.44
C -6.13 0.31 0.61
C -6.02 -0.07 -0.87
O -7.04 -0.84 -1.34
C -8.29 -0.24 -1.32
H -7.30 -4.54 4.32
H -5.59 -4.49 3.80
H -6.97 -4.98 2.64
H -5.14 -2.15 3.77
H -6.66 -1.87 4.65
H -5.78 0.07 3.11
H -7.43 -0.31 2.98
H -6.56 -1.74 1.16
H -5.36 1.00 0.97
H -7.02 0.92 0.76
H -5.14 -0.71 -0.86
H -5.82 0.84 -1.49
H -8.65 -0.09 -0.24
H -8.92 -0.96 -1.79
H -8.46 0.71 -1.81
C 6.88 0.60 0.54
O 6.03 0.39 -0.58
C 5.02 1.31 -0.73
C 4.31 1.04 -2.01
N 3.44 2.17 -2.36
C 2.83 1.89 -3.67
C 1.93 2.97 -4.27
O 0.88 3.24 -3.38
C -0.01 4.25 -3.92
H 6.41 0.59 1.55
H 7.31 1.61 0.37
H 7.72 -0.16 0.56
H 5.47 2.39 -0.56
H 4.27 1.19 0.09
H 3.86 0.06 -1.88
H 5.10 0.91 -2.73
H 2.71 2.21 -1.67
H 2.31 0.96 -3.67
H 3.67 1.78 -4.33
H 1.47 2.57 -5.18
H 2.51 3.84 -4.50
H -0.81 4.53 -3.23
H -0.59 3.92 -4.81
H 0.63 5.11 -4.22
C -2.42 -7.44 1.86
O -1.51 -6.37 1.84
C -1.06 -6.06 0.51
C 0.06 -5.01 0.56
N -0.44 -3.65 0.67
C 0.54 -2.70 1.16
C 1.68 -2.50 0.26
O 2.62 -3.54 0.33
C 3.64 -3.32 -0.62
H -2.63 -7.68 2.86
H -1.98 -8.31 1.37
H -3.36 -7.36 1.32
H -1.89 -5.77 -0.13
H -0.60 -7.00 0.09
H 0.61 -5.18 -0.35
H 0.82 -5.33 1.34
H -1.18 -3.70 1.36
H 1.05 -3.17 2.05
H 0.04 -1.80 1.46
H 2.18 -1.63 0.62
H 1.35 -2.27 -0.84
H 4.54 -3.85 -0.31
H 3.95 -2.31 -0.61
H 3.36 -3.65 -1.62
C 4.56 -1.31 2.11
O 4.45 -0.32 3.09
C 3.18 0.24 3.26
C 3.51 1.66 3.76
N 4.05 2.37 2.64
C 4.62 3.62 3.19
C 5.38 4.34 2.13
O 6.61 3.60 1.87
C 7.33 4.44 1.00
H 3.90 -2.23 2.33
H 5.56 -1.81 2.10
H 4.38 -1.03 1.05
H 2.56 -0.32 3.98
H 2.71 0.29 2.28
H 4.22 1.57 4.59
H 2.65 2.19 4.15
H 4.86 1.84 2.30
H 5.28 3.40 4.07
H 3.82 4.25 3.59
H 5.64 5.36 2.48
H 4.71 4.36 1.27
H 7.02 4.41 -0.07
H 8.41 4.22 1.02
H 7.28 5.46 1.38
C -3.88 -3.78 -1.48
C -3.15 -2.64 -2.13
O -1.71 -2.70 -2.01
H -4.91 -3.55 -1.53
H -3.63 -3.78 -0.38
H -3.70 -4.76 -1.90
H -3.47 -1.69 -1.78
H -3.42 -2.63 -3.23
H -1.48 -3.22 -1.20
C -0.32 -0.66 -4.64
C 0.77 -1.70 -4.17
O 0.23 -2.94 -3.80
H -0.03 0.41 -4.52
H -1.25 -0.87 -4.16
H -0.66 -0.75 -5.70
H 1.22 -1.25 -3.28
H 1.56 -1.80 -4.93
H -0.61 -2.86 -3.31
C 0.53 4.47 -0.08
C 1.87 4.10 0.56
O 2.09 2.70 0.58
H 0.42 5.53 -0.31
H -0.36 4.24 0.55
H 0.51 4.00 -1.06
H 1.79 4.40 1.60
H 2.64 4.69 -0.02
H 2.96 2.47 1.07
C -1.59 0.44 0.09
C -0.56 0.60 -1.08
O -1.24 1.47 -2.03
H -1.30 -0.28 0.87
H -2.54 0.17 -0.40
H -1.68 1.44 0.53
H -0.33 -0.33 -1.57
H 0.37 1.12 -0.76
H -0.51 1.77 -2.64
C -4.33 2.81 -2.65
O -3.64 3.07 -1.46
H -3.61 3.10 -3.49
H -4.80 1.83 -2.87
H -5.12 3.57 -2.71
H -2.76 2.62 -1.58
C -0.04 3.72 3.53
O 0.57 2.57 2.96
H -0.02 3.51 4.60
H 0.63 4.58 3.35
H -1.03 4.01 3.05
H 0.81 2.54 2.00
*
```

As for the SMILES: COCCNCCOC.COCCNCCOC.COCCNCCOC.COCCNCCOC.CCO.CCO.CCO.CCO.CO.CO. For the HOMO-LUMO gap, the calculation gives 8.93 eV.


The following is a quantum chemistry calculation of a molecular structure, C55H44GeInN6O2S2, from OMol25.

ORCA input file:
```
! wB97M-V def2-TZVPD RIJCOSX def2/J DEFGRID3
* xyz 0 2
In 0.17 1.41 -0.85
O 5.92 0.38 -4.59
C 4.79 0.39 -5.14
O 4.41 0.21 -6.30
C 3.83 0.67 -3.98
C 3.54 -0.50 -3.08
C 2.60 -0.12 -1.91
N 2.28 1.28 -1.64
C 2.66 2.19 -2.48
C 3.43 1.93 -3.65
C 2.16 3.56 -2.13
C 2.61 4.70 -2.77
C 2.08 5.93 -2.40
C 1.12 5.99 -1.41
C 0.72 4.79 -0.82
N 1.23 3.62 -1.17
C 2.97 -0.72 -0.56
C 4.17 -1.38 -0.33
C 4.45 -1.84 0.95
C 3.54 -1.61 1.96
C 2.39 -0.91 1.65
N 2.11 -0.47 0.42
H 4.50 -0.94 -2.84
H 3.67 2.75 -4.32
H 3.37 4.64 -3.54
H 2.41 6.84 -2.89
H 0.68 6.92 -1.09
H -0.05 4.78 -0.05
H 4.88 -1.54 -1.13
H 5.39 -2.35 1.15
H 3.71 -1.95 2.98
H 1.67 -0.68 2.42
C -0.06 4.34 3.96
S -1.64 4.21 3.09
C -1.26 3.15 1.72
S -0.01 1.87 1.86
N -1.96 3.33 0.65
N -1.64 2.69 -0.48
C -2.53 2.74 -1.50
C -2.09 2.40 -2.81
C -2.98 2.30 -3.89
C -2.50 2.04 -5.15
C -1.12 1.89 -5.34
C -0.30 1.98 -4.24
N -0.75 2.21 -2.99
H -0.22 5.07 4.74
H 0.23 3.39 4.41
H 0.73 4.69 3.29
H -3.55 3.06 -1.32
H -4.04 2.43 -3.71
H -3.18 1.94 -5.99
H -0.70 1.70 -6.32
H 0.77 1.87 -4.36
C -2.74 1.02 3.84
Ge -1.16 0.23 3.03
C -1.74 -1.31 2.00
C -0.86 -2.32 1.59
C -1.36 -3.51 1.07
C -2.73 -3.70 0.96
C -3.61 -2.70 1.34
C -3.11 -1.50 1.85
C 0.10 -0.24 4.45
C 1.24 0.51 4.63
C 2.12 0.26 5.71
C 1.85 -0.73 6.60
C 0.68 -1.53 6.46
C 0.38 -2.56 7.39
C -0.74 -3.33 7.26
C -1.62 -3.10 6.18
C -1.36 -2.11 5.27
C -0.21 -1.29 5.38
H -3.27 0.20 4.34
H -3.40 1.48 3.10
H -2.45 1.76 4.57
H 0.21 -2.19 1.67
H -0.67 -4.28 0.76
H -3.11 -4.63 0.56
H -4.68 -2.84 1.24
H -3.81 -0.72 2.14
H 1.48 1.30 3.94
H 3.01 0.87 5.82
H 2.51 -0.92 7.44
H 1.07 -2.73 8.22
H -0.95 -4.11 7.98
H -2.50 -3.72 6.07
H -2.04 -1.98 4.43
C -4.72 -3.50 -3.21
C -5.15 -2.63 -2.21
C -4.25 -1.73 -1.65
C -2.90 -1.70 -2.04
C -2.50 -2.56 -3.07
C -3.40 -3.45 -3.64
C -2.01 -0.69 -1.39
C -0.68 -0.57 -1.41
C 0.36 -1.47 -1.95
C 1.42 -0.76 -2.73
C 2.46 -1.52 -3.58
C 2.63 -2.92 -3.07
C 1.77 -3.46 -2.21
C 0.58 -2.76 -1.68
H -5.42 -4.20 -3.65
H -6.18 -2.64 -1.89
H -4.58 -1.03 -0.88
H -1.49 -2.52 -3.42
H -3.07 -4.11 -4.43
H -2.57 0.09 -0.87
H 0.98 0.05 -3.32
H 2.31 -1.50 -4.66
H 3.47 -3.50 -3.45
H 1.92 -4.49 -1.89
H -0.12 -3.31 -1.06
*
```

For the HOMO-LUMO gap (spin up / spin down), the calculation gives 5.39 / 6.71 eV.


The following is a quantum chemistry calculation of 2 unconnected molecules or ions with the total composition C2H5O3, from OMol25.

ORCA input file:
```
! wB97M-V def2-TZVPD RIJCOSX def2/J DEFGRID3
* xyz -1 1
O 0.74 1.85 -1.57
H 0.77 0.93 -1.22
H 1.22 2.39 -0.91
O -0.25 -2.29 -0.37
O 0.99 -0.58 -0.69
C 0.03 -1.12 -0.10
C -0.70 -0.42 1.02
H -0.10 0.04 1.82
H -1.38 -1.16 1.47
H -1.31 0.36 0.54
*
```

For the HOMO-LUMO gap, the calculation gives 8.26 eV.


The following is a quantum chemistry calculation of a molecular structure, C34H57IrN3O2Si, from OMol25.

ORCA input file:
```
! wB97M-V def2-TZVPD RIJCOSX def2/J DEFGRID3
* xyz 1 5
O 0.95 -2.48 -0.40
O -1.77 -2.37 -4.57
C 2.14 -2.72 -1.15
C 3.16 -3.58 -0.44
H 2.60 -1.73 -1.32
H 1.88 -3.12 -2.16
H 3.48 -3.18 0.52
H 4.05 -3.64 -1.07
H 2.72 -4.56 -0.27
C -0.13 -3.37 -0.57
C -0.19 -4.30 -1.76
H -1.03 -2.76 -0.56
H -0.13 -3.92 0.37
H -0.40 -3.78 -2.70
H -0.99 -5.01 -1.58
H 0.73 -4.86 -1.89
C -2.90 -1.91 -3.83
C -1.15 -1.37 -5.35
C -3.69 -3.11 -3.35
H -3.57 -1.24 -4.40
H -2.49 -1.33 -2.99
H -4.01 -3.75 -4.18
H -4.60 -2.80 -2.83
H -3.09 -3.73 -2.67
C -0.87 -1.89 -6.76
H -0.21 -1.15 -4.83
H -1.73 -0.43 -5.43
H -0.32 -2.83 -6.73
H -0.29 -1.16 -7.33
H -1.80 -2.06 -7.31
H 0.43 0.75 -0.75
N 1.51 1.12 2.03
C 1.53 2.40 2.46
C 0.41 3.22 2.41
C -0.93 2.85 2.26
C 2.84 2.92 2.99
H 3.66 2.79 2.27
H 3.15 2.43 3.92
H 2.80 3.99 3.23
C -2.07 3.82 2.41
H -2.59 3.77 3.39
H -2.83 3.69 1.62
H -1.70 4.84 2.34
N -1.26 1.56 2.03
C 2.67 0.27 2.24
C 3.73 0.25 1.32
C 3.81 1.16 0.14
C 4.76 -0.67 1.53
H 5.58 -0.71 0.80
C 4.77 -1.50 2.65
H 5.59 -2.20 2.80
C 3.75 -1.42 3.58
H 3.77 -2.05 4.47
C 2.72 -0.50 3.42
C 1.64 -0.38 4.45
C -2.55 1.03 2.39
C -3.36 0.59 1.35
C -2.83 0.53 -0.04
C -4.66 0.15 1.67
H -5.31 -0.20 0.86
C -5.10 0.10 2.99
H -6.11 -0.27 3.22
C -4.22 0.47 4.01
H -4.54 0.37 5.05
C -2.93 0.94 3.74
C -1.97 1.26 4.83
Ir -0.06 0.18 1.47
H 3.93 0.61 -0.81
H 4.68 1.83 0.23
H 2.91 1.79 0.03
H 1.38 0.67 4.67
H 2.02 -0.83 5.38
H 0.71 -0.92 4.18
H -3.28 -0.32 -0.56
H -1.73 0.37 -0.03
H -3.05 1.45 -0.60
H -1.02 0.75 4.65
H -2.35 0.90 5.79
H -1.80 2.34 4.92
H 0.57 4.29 2.57
C 0.80 0.58 -1.76
Si 0.46 2.33 -2.39
H 1.86 0.29 -1.73
H 0.21 -0.26 -2.16
C 1.69 2.40 -3.78
C 0.85 3.67 -1.11
C -1.38 2.42 -2.75
H -1.81 1.43 -2.93
H -1.58 3.04 -3.64
H -1.94 2.85 -1.91
H 2.67 2.06 -3.42
H 1.85 3.37 -4.25
H 1.40 1.71 -4.57
H 1.70 3.42 -0.45
H -0.01 3.85 -0.43
H 1.08 4.63 -1.60
N -0.76 -2.58 2.48
C -0.48 -1.55 1.95
*
```

For the HOMO-LUMO gap (spin up / spin down), the calculation gives 7.05 / 5.26 eV.


Calculated total energy in order - -3559.88515 -2622.67564 -5664.66026 -304.99356 -2037.90443 a.u.
Calculated relative energy (zero: lowest compared OMol25 entry of this formula, charge and spin) in order - 1658.0 0.0 186.9 36.6 0.0 kJ/mol